[1]
The following is a quantum chemistry calculation of the molecule C15H15N3O3S2 in a non-equilibrium geometry, from the Open Molecules 2025 dataset.

The geometry in XYZ format:
```
38
Properties=species:S:1:pos:R:3:forces:R:3
C 1.268 1.407 -3.611 -0.5 0.9 0.2
C 0.433 0.213 -3.262 -0.7 -3.7 -3.9
C -0.227 -0.430 -4.453 -0.7 -1.7 6.8
C -1.012 -1.616 -4.134 -1.3 1.1 -2.9
C -1.079 -2.148 -2.935 2.8 -2.5 6.5
C -1.670 -3.512 -2.547 -6.2 4.3 -0.7
C -0.115 -1.655 -1.845 -1.4 -0.5 0.3
N 0.075 -2.343 -0.522 -1.4 5.3 -6.5
S 0.919 -1.769 0.597 13.1 10.5 -10.8
O 2.504 -1.575 0.098 -7.4 -0.5 1.4
O 0.903 -2.594 1.583 -1.5 -10.5 12.9
C 0.333 -0.225 1.054 -7.9 -6.3 2.6
C -1.107 -0.273 1.758 10.1 -4.0 -6.3
C -1.776 -1.457 1.693 -6.9 -5.9 1.3
N -1.539 0.791 2.077 -7.4 4.4 3.4
C -1.085 1.927 1.968 4.6 2.8 0.5
S -1.861 3.352 2.669 4.5 -0.1 -2.1
C 0.052 4.175 2.105 -7.1 6.2 4.2
C 0.798 3.298 1.651 6.2 -3.1 -4.6
N 0.419 1.950 1.512 -8.9 8.0 4.7
C 0.953 0.886 1.134 13.0 2.4 -7.2
O 2.201 1.152 0.452 -4.9 -1.0 3.2
C 0.556 -0.492 -1.968 -4.4 -0.3 -7.7
H 1.868 1.513 -2.650 -0.6 1.2 -1.3
H 0.313 2.198 -3.807 3.4 -1.2 0.4
H 2.055 1.251 -4.523 -2.4 0.5 2.1
H -0.654 -0.012 -5.277 0.2 1.9 -2.5
H -1.808 -2.130 -4.814 1.9 1.3 0.5
H -2.243 -4.040 -3.304 -0.6 0.8 -1.0
H -2.423 -3.613 -1.696 1.1 0.9 -0.6
H -1.067 -4.238 -2.453 5.6 -4.8 1.5
H -0.305 -3.164 -0.592 -2.3 -6.1 0.8
H -2.749 -1.411 2.430 2.2 0.1 -1.7
H -2.337 -1.771 0.649 1.9 1.1 2.3
H -1.216 -2.339 2.102 -0.4 0.9 -0.8
H -0.009 5.344 2.335 0.7 -3.2 -0.9
H 1.739 3.705 1.077 -1.5 -1.4 1.4
H 1.287 -0.118 -1.482 4.7 2.1 4.4
```
Positions in Å, forces in eV/Å.

Properties
Structure (SMILES): Cc1ccc(C)c(NS(=O)(=O)c2c(C)nc3sccn3c2=O)c1
HOMO level (eV): -8.121

From a Mulliken analysis of the wavefunction, the atomic charges in e read: -0.992, 0.416, -1.152, -0.244, 0.277, -1.959, 0.288, 0.079, 1.284, -0.706, -0.676, -0.739, 0.230, -1.305, -0.230, 0.098, -0.129, -0.133, -0.379, 0.146, 1.577, -0.757, -0.706, 0.323, 0.255, 0.257, 0.356, 0.196, 0.433, 0.301, 0.698, 0.178, 0.390, 0.143, 0.368, 0.342, 0.278, 1.195

***

[2]
The following is a quantum chemistry calculation of the molecule C18H19N3O3S in a non-equilibrium geometry, from the Open Molecules 2025 dataset.

The geometry in XYZ format:
```
44
Properties=species:S:1:pos:R:3:forces:R:3
O -2.539 3.264 -2.419 0.3 0.2 -0.4
C -2.857 2.881 -1.310 -0.3 0.2 0.5
C -2.535 3.679 -0.050 0.2 -0.1 -0.2
C -1.147 3.286 0.465 0.2 0.1 0.0
C -1.115 1.900 0.987 -0.4 -0.3 0.2
N -2.118 1.142 1.297 -0.1 1.3 -0.2
N -1.617 -0.038 1.718 0.8 -1.2 0.4
C -0.331 0.061 1.653 -0.6 -0.1 -0.1
C 0.657 -0.987 2.025 0.0 -0.2 0.3
O 1.868 -0.693 1.383 0.2 0.0 0.0
C 2.871 -1.622 1.422 0.1 0.0 0.0
C 2.825 -2.814 2.133 -0.3 0.2 0.0
C 3.909 -3.678 2.089 0.1 0.0 0.0
C 5.033 -3.367 1.349 0.1 -0.2 0.1
C 5.078 -2.175 0.643 0.0 0.0 0.0
C 4.007 -1.307 0.676 -0.2 0.1 0.0
O 0.058 1.268 1.202 0.2 0.1 0.0
N -3.507 1.727 -1.074 -0.3 -0.3 0.0
C -3.722 0.723 -2.090 0.0 -0.1 -0.1
C -3.013 -0.590 -1.749 -0.2 0.1 -0.1
C -1.522 -0.503 -1.758 0.1 -0.4 0.2
C -0.695 0.495 -2.163 -0.2 0.0 0.0
C 0.678 0.175 -2.025 0.2 -0.2 0.0
C 0.882 -1.066 -1.526 -0.2 -0.3 0.0
S -0.605 -1.873 -1.198 0.1 0.5 -0.3
H -2.524 4.737 -0.313 -0.1 -0.1 0.0
H -3.283 3.500 0.722 0.0 0.1 0.0
H -0.841 3.965 1.268 0.0 0.0 -0.1
H -0.409 3.370 -0.336 0.0 0.1 0.0
H 0.778 -0.993 3.120 0.0 -0.1 -0.2
H 0.248 -1.958 1.714 0.0 0.2 0.1
H 1.962 -3.081 2.722 -0.1 0.0 0.0
H 3.865 -4.603 2.644 0.0 -0.1 0.0
H 5.871 -4.047 1.321 0.1 -0.1 0.0
H 5.952 -1.921 0.061 0.1 0.0 -0.1
H 4.020 -0.374 0.134 0.0 0.1 -0.1
H -3.599 1.423 -0.112 0.1 0.2 -0.1
H -4.797 0.528 -2.179 0.1 0.0 -0.1
H -3.362 1.133 -3.036 -0.1 -0.1 0.1
H -3.340 -0.924 -0.759 -0.1 -0.1 0.0
H -3.329 -1.352 -2.469 -0.1 0.0 0.1
H -1.035 1.434 -2.560 -0.2 0.2 -0.1
H 1.473 0.847 -2.294 0.2 0.1 0.0
H 1.807 -1.569 -1.326 0.2 0.0 0.0
```
Positions in Å, forces in eV/Å.

Properties
Structure (SMILES): O=C(CCc1nnc(COc2ccccc2)o1)NCCc1cccs1
HOMO level (eV): -8.614

From a Mulliken analysis of the wavefunction, the atomic charges in e read: -0.663, 0.444, -0.991, -0.628, 0.808, -0.261, -0.760, 0.099, -0.500, -0.129, 0.333, -0.360, -0.643, -0.519, -0.507, -0.198, -0.285, -0.110, -1.061, -0.583, 0.099, -0.152, -0.992, -0.347, -0.237, 0.422, 0.411, 0.356, 0.285, 0.522, 0.483, 0.383, 0.368, 0.387, 0.380, 0.430, 0.377, 0.386, 0.430, 0.340, 0.437, 0.699, 0.404, 0.643

***

[3]
The following is a quantum chemistry calculation of a cluster of 3 separate species, C37H31BF5NO8S in total in a non-equilibrium geometry, from the Open Molecules 2025 dataset.

The geometry in XYZ format:
```
84
Properties=species:S:1:pos:R:3:forces:R:3
N -0.706 -0.160 2.726 0.9 0.2 -0.6
B 0.240 -1.017 1.991 -1.1 0.1 0.2
O 0.460 -2.298 2.401 1.3 0.3 -0.1
C 0.982 -0.371 0.727 0.9 -0.6 -0.1
C 2.518 -0.383 0.860 -0.1 -0.2 -0.8
C 3.075 0.188 -0.457 -0.3 0.4 0.2
C 4.455 0.827 -0.309 0.0 0.2 0.0
C 4.460 2.359 -0.350 0.3 0.1 0.6
C 3.361 3.033 0.479 -0.3 0.2 -0.2
C 2.432 3.889 -0.366 0.2 -0.8 1.0
F 3.031 5.061 -0.629 0.0 0.5 -0.4
F 2.130 3.271 -1.524 -0.1 0.1 -0.6
C 1.086 4.152 0.328 -0.1 0.5 -0.8
F 0.389 5.059 -0.351 -0.2 0.3 -0.1
F 0.368 3.031 0.344 -0.2 -0.4 0.3
F 1.248 4.593 1.564 0.1 0.0 0.5
C 3.038 -0.896 -1.515 1.0 -0.1 0.0
O 1.938 -1.818 -1.367 -0.1 0.6 0.2
S 0.586 -1.193 -0.822 -1.3 0.0 0.9
O -0.242 -2.299 -0.494 -0.1 -1.0 0.3
O 0.003 -0.246 -1.715 0.7 0.7 -0.7
H -1.021 0.524 2.041 -0.2 0.2 0.2
H -0.203 0.415 3.402 -0.4 -0.1 0.4
H 0.727 -2.332 3.325 -0.6 -0.3 0.2
H 0.708 0.672 0.628 -0.3 0.1 -0.3
H 2.870 -1.409 0.928 0.1 -0.2 0.5
H 2.864 0.183 1.717 0.0 0.1 0.2
H 2.379 0.961 -0.778 -0.1 0.2 -0.1
H 4.881 0.519 0.643 0.1 -0.2 0.1
H 5.152 0.482 -1.069 0.1 -0.2 -0.2
H 5.407 2.682 0.071 0.3 0.0 0.0
H 4.470 2.732 -1.366 -0.2 0.0 -0.3
H 3.760 3.710 1.225 0.2 0.1 0.2
H 2.750 2.324 1.028 -0.1 -0.3 0.0
H 3.081 -0.494 -2.521 -0.4 0.1 -0.2
H 3.936 -1.499 -1.404 0.0 -0.4 0.1
O -5.564 6.183 5.274 0.0 0.0 0.0
C -4.592 5.498 5.036 -0.2 0.1 0.0
C -4.455 4.789 3.734 0.1 -0.1 0.0
C -5.447 4.936 2.773 -0.1 0.0 -0.1
C -5.317 4.313 1.544 0.0 0.0 0.0
C -4.194 3.539 1.268 0.0 0.0 0.0
C -3.210 3.377 2.227 0.0 0.0 -0.1
C -3.338 3.995 3.465 -0.1 0.1 0.1
C -2.279 3.795 4.491 0.1 -0.1 -0.1
O -1.334 3.063 4.274 0.1 0.0 0.0
C -2.403 4.521 5.785 -0.1 0.0 0.0
C -1.408 4.377 6.743 0.1 0.0 0.1
C -1.495 5.068 7.939 0.0 0.0 0.0
C -2.578 5.907 8.184 0.0 0.0 0.0
C -3.579 6.044 7.238 0.0 0.1 0.1
C -3.499 5.349 6.038 0.1 -0.1 -0.1
H -6.316 5.542 2.989 0.0 0.0 0.1
H -6.089 4.432 0.795 0.0 0.0 0.0
H -4.089 3.062 0.302 0.0 0.0 0.0
H -2.339 2.773 2.018 0.0 0.0 0.1
H -0.566 3.728 6.547 0.0 0.0 -0.1
H -0.717 4.957 8.683 0.0 0.0 0.0
H -2.640 6.452 9.116 0.0 0.0 0.0
H -4.423 6.692 7.426 -0.1 0.0 -0.1
O 0.186 -6.971 -2.602 0.0 0.0 0.0
C 0.193 -6.579 -3.750 0.0 0.0 0.2
C -0.208 -5.187 -4.091 0.0 0.0 -0.1
C -0.576 -4.317 -3.072 0.0 0.1 0.1
C -0.917 -3.008 -3.370 -0.1 -0.1 -0.4
C -0.891 -2.564 -4.688 0.0 -0.1 0.0
C -0.540 -3.430 -5.711 0.0 0.2 0.0
C -0.203 -4.745 -5.418 0.0 -0.1 0.1
C 0.155 -5.667 -6.529 0.0 0.1 -0.2
O 0.111 -5.302 -7.686 0.0 0.0 0.0
C 0.578 -7.055 -6.186 0.0 0.0 0.1
C 0.950 -7.922 -7.205 0.1 -0.1 -0.1
C 1.373 -9.205 -6.901 0.0 0.0 0.1
C 1.426 -9.626 -5.576 0.0 0.0 -0.1
C 1.044 -8.770 -4.558 0.1 -0.2 0.0
C 0.614 -7.484 -4.858 0.0 0.1 -0.1
H -0.590 -4.659 -2.047 0.1 -0.1 0.0
H -1.202 -2.336 -2.583 -0.1 0.1 0.1
H -1.146 -1.537 -4.916 0.0 0.0 0.0
H -0.524 -3.089 -6.736 0.0 -0.1 0.0
H 0.911 -7.589 -8.233 0.0 0.1 0.0
H 1.666 -9.878 -7.696 0.0 0.0 0.0
H 1.765 -10.627 -5.340 0.0 0.0 0.0
H 1.081 -9.095 -3.528 -0.1 0.1 0.0
```
Positions in Å, forces in eV/Å.

Properties
Structure (SMILES): NB(O)[C@H]1C[C@@H](CCCC(F)(F)C(F)(F)F)COS1(=O)=O.O=C1c2ccccc2C(=O)c2ccccc21.O=C1c2ccccc2C(=O)c2ccccc21
HOMO level (eV): -9.340

From a Mulliken analysis of the wavefunction, the atomic charges in e read: -0.600, 0.537, -0.592, 0.432, -1.683, 0.908, -1.205, -1.028, -0.619, 0.854, -0.335, -0.265, 0.553, -0.285, -0.223, -0.266, -1.110, -0.257, 1.539, -0.628, -0.653, 0.289, 0.286, 0.296, -0.370, 0.445, 0.530, 0.441, 0.376, 0.374, 0.389, 0.459, 0.602, 0.056, 0.264, 0.503, -0.664, 0.504, 0.466, -0.716, -0.464, -0.711, -0.342, 0.123, 0.541, -0.659, 0.143, -0.465, -0.515, -0.470, -0.573, 0.214, 0.486, 0.399, 0.460, 0.475, 0.478, 0.403, 0.404, 0.473, -0.664, 0.542, 0.328, -0.858, -0.506, -0.769, -0.649, 0.254, 0.668, -0.672, 0.173, -0.581, -0.463, -0.468, -0.545, 0.183, 0.537, 0.834, 0.450, 0.467, 0.469, 0.396, 0.401, 0.470

***

Record-wise orbital gap values, in eV: 6.34 9.29 8.23